ORCA calculation (ωB97M-V/def2-TZVPD) on a molecular structure, C5H9NO.

ORCA input file:
```
! RIJCOSX wB97M-V def2-TZVPD def2/J DEFGRID3
* xyz 0 1
C -2.831 0.064 -0.925
C -1.641 0.528 -0.059
C 0.290 -0.602 1.076
C 3.535 0.958 -0.215
C 4.296 0.112 -0.583
H -3.101 -1.246 -0.703
H -2.689 0.285 -2.153
H -3.717 0.779 -0.762
H -1.139 -1.401 -0.258
H 0.099 0.320 1.639
H -0.208 -1.098 2.054
H 1.460 -0.881 0.962
H 3.019 1.798 0.190
H 4.915 -0.710 -0.759
N -0.638 -0.395 -0.125
O -1.650 1.487 0.621
*
```



ORCA calculation (ωB97M-V/def2-TZVPD) on C5H9NO in the gas phase.

Output
SMILES: CC[C@@H](O)CC#N

ORCA input file:
```
! RIJCOSX wB97M-V def2-TZVPD def2/J DEFGRID3
* xyz 0 1
C 2.083 -0.057 0.052
C 0.660 0.225 0.530
C -0.389 -0.206 -0.499
O -0.355 -1.601 -0.736
C -1.816 0.029 -0.052
C -2.055 1.615 0.005
N -2.206 1.656 1.170
H 2.283 0.437 -0.908
H 2.822 0.308 0.771
H 2.262 -1.131 -0.072
H 0.545 1.294 0.741
H 0.468 -0.309 1.471
H -0.234 0.361 -1.429
H 0.484 -1.811 -1.160
H -1.992 -0.521 0.886
H -2.559 -0.289 -0.771
*
```



ORCA calculation (ωB97M-V/def2-TZVPD) on C5H9NO in the gas phase.

Output
SMILES: C=C(N)CCC=O

ORCA input file:
```
! RIJCOSX wB97M-V def2-TZVPD def2/J DEFGRID3
* xyz 0 1
O -2.116 0.108 1.503
C -1.434 -0.869 1.390
C -0.884 -1.220 -0.049
C 0.645 -0.832 -0.314
C 0.662 0.707 -0.412
C 1.900 1.247 -0.652
N -0.479 1.381 -0.275
H -1.101 -1.416 2.374
H -1.564 -0.740 -0.776
H -0.990 -2.253 -0.289
H 1.082 -1.265 -1.192
H 1.189 -1.151 0.515
H 2.055 2.278 -0.561
H 2.802 0.650 -0.708
H -0.403 2.349 -0.124
H -1.363 1.027 -0.430
*
```



ORCA calculation (ωB97M-V/def2-TZVPD) on C5H9NO in the gas phase.

Output
SMILES: C[C@@H](O)[C@@H](C)C#N

ORCA input file:
```
! RIJCOSX wB97M-V def2-TZVPD def2/J DEFGRID3
* xyz 0 1
C -0.584 1.872 0.460
C 0.096 0.522 0.683
O -0.395 0.054 1.930
C -0.146 -0.650 -0.330
C 0.473 -0.741 -1.735
C 0.375 -1.796 0.442
N 0.808 -2.570 1.187
H -0.205 2.404 -0.419
H -0.358 2.491 1.338
H -1.674 1.792 0.397
H 1.184 0.711 0.711
H -0.211 -0.902 2.024
H -1.232 -0.775 -0.412
H 0.340 -1.776 -2.076
H 1.549 -0.539 -1.737
H -0.020 -0.095 -2.464
*
```



ORCA calculation (ωB97M-V/def2-TZVPD) on 2 unconnected molecules or ions with the total composition C5H9NO.

ORCA input file:
```
! RIJCOSX wB97M-V def2-TZVPD def2/J DEFGRID3
* xyz 0 1
C 1.916 0.195 -0.165
C 0.630 -0.044 0.630
C -0.538 -0.763 -0.040
O -0.240 -2.067 -0.320
C -1.863 -0.530 -0.171
C -2.071 1.858 0.750
N -1.245 2.204 -0.032
H 1.785 0.977 -0.921
H 2.716 0.521 0.509
H 2.265 -0.709 -0.674
H 0.323 0.874 1.129
H 0.872 -0.737 1.452
H -0.632 1.844 -0.743
H 0.634 -2.288 0.011
H -2.490 -1.400 -0.046
H -2.388 0.297 -0.597
*
```



ORCA calculation (ωB97M-V/def2-TZVPD) on C5H9NO in the gas phase.

Output
SMILES: CC1(C)NCC1=O

ORCA input file:
```
! RIJCOSX wB97M-V def2-TZVPD def2/J DEFGRID3
* xyz 0 1
C 1.293 -0.887 0.106
C 0.238 0.203 -0.164
C 0.644 1.649 -0.421
N -0.889 -0.258 -1.012
C -1.695 -0.673 0.155
C -0.671 0.035 1.042
O -0.559 0.330 2.196
H 2.184 -0.468 0.579
H 1.571 -1.481 -0.769
H 0.856 -1.588 0.830
H 0.789 1.879 -1.480
H 1.540 1.930 0.136
H -0.173 2.289 -0.070
H -0.649 -1.010 -1.651
H -2.674 -0.196 0.216
H -1.804 -1.755 0.307
*
```



ORCA calculation (ωB97M-V/def2-TZVPD) on 2 unconnected molecules or ions with the total composition C5H9NO.

Output
SMILES: N#CC1CCC1.O

ORCA input file:
```
! RIJCOSX wB97M-V def2-TZVPD def2/J DEFGRID3
* xyz 0 1
C 0.357 0.198 -1.039
C -0.176 0.910 0.225
C 1.034 0.307 0.965
C 0.950 -0.850 -0.047
O -1.748 -2.205 -0.342
C -0.470 2.334 0.355
N -0.752 3.435 0.577
H -1.467 -1.483 -0.917
H 1.180 0.759 -1.492
H -0.357 -0.041 -1.838
H -1.079 0.372 0.537
H 1.923 0.913 0.764
H 0.937 0.122 2.035
H 0.203 -1.573 0.290
H 1.859 -1.387 -0.325
H -2.394 -1.808 0.253
*
```



ORCA calculation (ωB97M-V/def2-TZVPD) on 2 unconnected molecules or ions with the total composition C5H9NO.

Output
SMILES: Cc1ccc[nH]1.O

ORCA input file:
```
! RIJCOSX wB97M-V def2-TZVPD def2/J DEFGRID3
* xyz 0 1
C -0.926 -1.428 -0.815
C -0.601 -0.699 -1.971
N 0.303 0.287 -1.647
C 0.567 0.214 -0.316
C -0.091 -0.896 0.201
C 1.746 0.823 0.360
H -1.829 -2.059 -0.617
H -0.721 -0.994 -2.974
H 0.990 0.701 -2.309
H -0.178 -1.118 1.282
H 1.578 0.829 1.412
H 2.042 1.868 0.281
H 2.623 0.264 -0.044
H -2.244 0.520 1.716
H -1.220 0.675 2.852
O -2.039 1.012 2.587
*
```



The records above yield HOMO energy values of -9.89; -10.73; -7.68; -10.54; -8.52; -9.35; -11.42; -8.10 eV, respectively.